127
Properties=species:S:1:pos:R:3:mulliken_charge:R:1 method="wB97M-V/def2-TZVPD" max_force_ha_per_bohr=0.0078 relative_energy_kj_mol=0.00 spin_multiplicity=1 homo_lumo_gap_ev="3.97 / 2.95" e_tot_ev=-91842.3138 lumo_energy_ev="-1.370 / -1.361" e_homo_ev="-5.3 / -4.3"
Al -0.054 -0.452 0.597 -0.98
C -2.591 -4.877 6.145 -1.03
C -3.532 -4.091 5.241 -1.19
N -2.876 -3.587 4.043 0.33
C -2.298 -2.352 4.093 -0.26
C -1.701 -1.774 3.034 0.03
C -1.072 -0.430 3.263 0.02
O -1.287 0.183 4.293 -0.78
O -0.270 -0.008 2.327 0.09
C -1.681 -2.471 1.767 0.02
O -1.213 -1.941 0.693 -0.21
C -2.215 -3.778 1.729 1.31
C -2.182 -4.542 0.522 -1.05
C -2.656 -5.830 0.536 0.43
F -2.659 -6.542 -0.631 -0.41
C -3.143 -6.452 1.670 -1.71
C -3.214 -5.689 2.874 -1.09
C -2.785 -4.373 2.895 0.64
N -3.621 -7.807 1.691 0.39
C -5.037 -7.947 1.405 -0.49
C -5.526 -9.293 1.901 -0.80
N -4.704 -10.362 1.217 -0.17
C -3.225 -10.181 1.487 -0.90
C -2.840 -8.803 0.989 -0.51
H -3.125 -5.245 7.025 0.38
H -1.771 -4.240 6.484 0.33
H -2.158 -5.728 5.616 0.29
H -3.940 -3.235 5.774 0.47
H -4.377 -4.704 4.930 0.49
H -2.347 -1.830 5.041 0.64
H -1.787 -4.094 -0.380 0.60
H -3.570 -6.189 3.765 0.37
H -5.252 -7.857 0.324 0.30
H -5.590 -7.160 1.915 0.45
H -6.574 -9.484 1.679 0.40
H -5.340 -9.396 2.967 0.35
H -4.847 -10.271 0.210 0.40
H -5.016 -11.291 1.485 0.34
H -2.698 -10.982 0.971 0.42
H -3.088 -10.267 2.562 0.36
H -2.984 -8.769 -0.103 0.39
H -1.782 -8.635 1.178 0.47
C 1.492 -1.767 0.323 -0.72
Si 3.146 -1.018 0.281 -0.98
C 2.802 0.696 1.002 -0.82
N 1.502 1.206 0.483 0.70
C 1.619 1.580 -0.961 0.07
C 2.535 2.774 -1.218 -1.04
C 2.062 3.980 -0.410 -0.24
C 1.944 3.622 1.070 -1.13
C 1.060 2.395 1.270 -0.07
C 3.916 -0.910 -1.435 0.44
C 5.165 -0.315 -1.649 0.11
C 5.724 -0.237 -2.918 -0.92
C 5.042 -0.762 -4.010 -0.42
C 3.801 -1.357 -3.824 -0.73
C 3.245 -1.427 -2.549 -0.17
C 4.418 -1.814 1.419 0.78
C 5.529 -2.517 0.942 -0.35
C 6.402 -3.167 1.809 -0.72
C 6.179 -3.127 3.179 -0.41
C 5.078 -2.440 3.677 -0.77
C 4.210 -1.794 2.805 -0.38
H 1.417 -2.346 1.255 0.41
H 1.284 -2.484 -0.479 0.56
H 3.612 1.417 0.853 0.59
H 2.697 0.565 2.085 0.63
H 0.620 1.829 -1.319 -0.33
H 1.964 0.706 -1.516 -0.44
H 2.514 2.989 -2.291 0.57
H 3.573 2.534 -0.968 0.32
H 1.074 4.281 -0.774 -0.34
H 2.733 4.830 -0.551 0.56
H 1.507 4.450 1.632 0.56
H 2.939 3.443 1.490 0.37
H 0.042 2.627 0.972 -0.38
H 1.023 2.099 2.317 0.64
H 5.713 0.100 -0.807 0.49
H 6.691 0.232 -3.056 0.42
H 5.479 -0.708 -5.001 0.38
H 3.263 -1.768 -4.671 0.53
H 2.267 -1.884 -2.422 0.13
H 5.717 -2.561 -0.126 0.28
H 7.258 -3.704 1.414 0.40
H 6.859 -3.629 3.856 0.36
H 4.896 -2.408 4.745 0.40
H 3.348 -1.275 3.217 0.24
C 1.002 0.202 -5.102 -1.11
O 0.376 1.445 -4.812 -0.47
C -0.991 1.468 -4.801 0.76
C -1.784 0.583 -5.507 -0.42
C -3.173 0.672 -5.420 -0.76
C -3.745 1.654 -4.631 -0.60
C -2.944 2.554 -3.932 -0.44
C -1.562 2.479 -4.014 0.34
N -0.713 3.380 -3.377 0.11
C -1.054 4.315 -2.408 -1.57
C -1.687 4.103 -1.150 0.67
C -2.044 5.261 -0.415 -0.94
C -2.526 5.204 0.874 -0.93
C -2.655 3.964 1.495 -0.76
C -2.324 2.800 0.812 -0.33
C -1.866 2.846 -0.506 0.45
O -1.484 1.775 -1.232 2.17
H 1.048 0.026 -6.179 0.38
H 0.470 -0.624 -4.624 0.43
H 2.013 0.249 -4.704 0.38
H -1.328 -0.185 -6.117 0.40
H -3.793 -0.026 -5.969 0.38
H -4.823 1.725 -4.550 0.39
H -3.387 3.321 -3.307 0.44
H 0.217 3.423 -3.755 0.37
H -0.707 5.322 -2.610 0.40
H -1.910 6.223 -0.901 0.41
H -2.784 6.116 1.400 0.37
H -2.998 3.892 2.521 0.46
H -2.394 1.849 1.311 0.42
C -3.844 0.160 -0.980 -0.86
O -2.708 0.117 -0.131 -0.33
C -1.444 0.398 -0.723 0.86
C -1.243 -0.395 -2.011 -0.25
H -4.716 0.139 -0.328 0.34
H -3.885 -0.704 -1.647 0.27
H -3.875 1.072 -1.582 0.08
H -1.211 -1.464 -1.783 0.15
H -0.289 -0.105 -2.463 -0.68
H -2.024 -0.205 -2.752 0.29


122
Properties=species:S:1:pos:R:3:mulliken_charge:R:1 method="wB97M-V/def2-TZVPD" max_force_ha_per_bohr=0.0219 relative_energy_kj_mol=0.00 spin_multiplicity=1 total_charge=-1 homo_lumo_gap_ev=4.50 e_tot_ev=-132105.5474 lumo_energy_ev=0.821 e_homo_ev=-3.7
Rb 0.845 1.463 -3.021 1.01
C -2.451 2.633 -3.396 -1.03
O -1.551 2.382 -2.336 -0.32
C -2.062 1.874 -1.152 1.02
C -1.722 2.552 0.022 0.31
C -0.782 3.751 0.063 -2.01
C 0.467 3.447 0.862 0.06
C 0.515 3.646 2.234 -0.06
C 1.586 3.228 3.022 -0.13
C 2.618 2.549 2.365 -0.49
C 2.616 2.334 1.001 -0.21
C 3.628 1.439 0.319 -1.19
C 3.072 0.025 0.202 0.55
C 2.822 -0.659 1.382 -0.43
C 2.177 -1.890 1.414 -0.09
C 1.758 -2.420 0.206 0.00
C 1.990 -1.791 -1.015 0.38
C 1.405 -2.425 -2.274 -1.80
C -0.098 -2.571 -2.152 -0.37
C -0.658 -3.669 -1.512 -0.32
C -2.007 -3.744 -1.172 -0.10
C -2.782 -2.617 -1.460 -0.53
C -2.276 -1.514 -2.119 0.07
C -3.081 -0.244 -2.285 -1.17
C -2.840 0.706 -1.116 0.32
C -3.371 0.328 0.110 -0.42
C -3.115 1.012 1.293 -0.31
C -2.260 2.100 1.224 -0.18
C -3.744 0.530 2.599 2.62
C -3.359 1.414 3.786 -2.18
C -3.273 -0.901 2.891 -0.84
C -5.273 0.541 2.468 -1.97
C -0.928 -1.501 -2.592 0.89
O -0.492 -0.546 -3.327 -1.05
C -2.633 -4.948 -0.471 2.32
C -1.622 -6.069 -0.229 -2.00
C -3.773 -5.517 -1.328 -1.98
C -3.200 -4.523 0.892 -1.43
C 2.700 -0.589 -1.003 0.44
O 2.965 0.027 -2.219 -0.26
C 4.330 0.148 -2.575 -1.13
C 1.867 -2.547 2.756 2.69
C 1.204 -3.915 2.590 -2.20
C 0.904 -1.632 3.526 -1.81
C 3.155 -2.731 3.567 -1.90
C 1.568 2.853 0.182 0.79
O 1.602 2.730 -1.089 -1.17
C 1.644 3.429 4.535 2.17
C 0.430 4.192 5.066 -2.05
C 2.902 4.224 4.912 -1.91
C 1.686 2.065 5.241 -1.39
H -3.488 2.535 -3.071 0.41
H -2.273 1.932 -4.217 0.05
H -2.283 3.654 -3.751 0.26
H -1.318 4.586 0.524 0.64
H -0.504 4.036 -0.949 0.38
H -0.332 4.141 2.697 0.50
H 3.448 2.150 2.943 0.39
H 4.552 1.405 0.905 0.60
H 3.851 1.850 -0.663 0.06
H 3.090 -0.166 2.310 0.12
H 1.200 -3.344 0.189 0.36
H 1.863 -3.411 -2.408 0.63
H 1.646 -1.818 -3.145 0.30
H 0.003 -4.493 -1.264 0.56
H -3.826 -2.593 -1.153 0.37
H -4.149 -0.484 -2.312 0.68
H -2.809 0.205 -3.235 0.04
H -3.979 -0.570 0.131 0.15
H -1.985 2.636 2.122 0.34
H -2.281 1.402 3.959 0.28
H -3.848 1.044 4.690 0.49
H -3.670 2.449 3.632 0.42
H -2.189 -0.922 3.010 -0.24
H -3.531 -1.581 2.078 0.14
H -3.730 -1.275 3.811 0.54
H -5.636 1.550 2.262 0.40
H -5.735 0.190 3.394 0.47
H -5.609 -0.107 1.657 0.28
H -1.185 -6.420 -1.166 0.40
H -2.118 -6.916 0.252 0.46
H -0.810 -5.741 0.424 0.21
H -3.393 -5.847 -2.297 0.43
H -4.541 -4.764 -1.511 0.29
H -4.245 -6.370 -0.830 0.44
H -2.409 -4.110 1.522 0.04
H -3.649 -5.375 1.411 0.53
H -3.967 -3.755 0.778 0.27
H 4.982 -0.214 -1.778 0.40
H 4.564 1.198 -2.769 0.24
H 4.517 -0.437 -3.481 0.28
H 0.239 -3.833 2.087 0.18
H 1.030 -4.360 3.573 0.54
H 1.832 -4.599 2.015 0.42
H -0.014 -1.496 2.952 0.19
H 1.340 -0.646 3.693 0.05
H 0.648 -2.068 4.496 0.60
H 3.861 -3.371 3.033 0.42
H 2.931 -3.194 4.532 0.45
H 3.647 -1.777 3.760 0.27
H 0.347 5.179 4.606 0.39
H 0.522 4.327 6.146 0.47
H -0.498 3.648 4.875 0.19
H 2.887 5.207 4.438 0.40
H 3.806 3.710 4.582 0.30
H 2.965 4.361 5.996 0.46
H 0.792 1.485 4.998 0.07
H 1.735 2.188 6.328 0.52
H 2.554 1.483 4.927 0.28
Se -0.498 1.233 -6.858 0.34
N 0.933 1.839 -6.013 -0.26
C 1.849 2.088 -6.932 0.62
C 3.161 2.582 -6.652 -0.62
C 4.011 2.792 -7.686 -0.59
C 3.624 2.532 -9.042 -0.46
C 2.392 2.063 -9.354 -0.61
C 1.459 1.825 -8.297 0.74
N 0.230 1.368 -8.467 -0.83
H 3.441 2.776 -5.625 0.47
H 5.009 3.165 -7.496 0.39
H 4.345 2.717 -9.828 0.36
H 2.090 1.861 -10.372 0.42